(1)
ORCA calculation (ωB97M-V with the def2-TZVPD basis set) on a molecular structure, C28H23F3N6S3SiTa.

Geometry as ORCA input:
```
! RIJCOSX wB97M-V def2-TZVPD def2/J DEFGRID3
* xyz 1 1
Ta 0.05 -1.25 -0.47
N -4.02 -0.41 -1.55
C -4.40 -0.96 -0.33
C -5.65 -1.11 0.25
C -5.69 -1.72 1.48
C -4.51 -2.17 2.11
C -3.27 -2.01 1.53
C -3.22 -1.38 0.29
N -2.14 -1.07 -0.57
C -2.69 -0.51 -1.65
C -1.85 -0.16 -2.77
C -2.13 0.33 -4.01
S -0.71 0.37 -4.94
C 0.19 -0.23 -3.64
N -0.52 -0.46 -2.57
H -4.63 -0.05 -2.26
H -6.55 -0.77 -0.24
H -6.64 -1.87 1.97
H -4.59 -2.65 3.07
H -2.39 -2.37 2.03
H -3.09 0.63 -4.41
H 1.25 -0.40 -3.70
S 2.24 -2.14 -0.83
C 2.74 -1.73 0.81
C 4.07 -1.38 1.05
C 4.54 -1.21 2.33
C 5.92 -0.87 2.54
N 7.02 -0.58 2.71
C 3.67 -1.39 3.43
C 2.34 -1.70 3.20
C 1.86 -1.86 1.91
S 0.13 -2.20 1.71
C 4.14 -1.23 4.77
N 4.51 -1.11 5.86
H 4.75 -1.27 0.21
H 1.67 -1.81 4.05
F -1.56 -3.01 -2.59
C -0.37 -2.96 -1.92
F -0.40 -4.02 -1.06
F 0.55 -3.24 -2.87
C 0.47 3.46 0.85
Si 0.21 1.66 1.24
C -1.56 1.37 1.76
C 1.39 1.19 2.60
N 0.51 0.65 -0.30
C 1.03 1.49 -1.35
C 2.36 1.40 -1.71
C 2.86 2.21 -2.74
C 2.03 3.10 -3.39
C 0.69 3.20 -3.02
C 0.19 2.40 -2.00
H 0.53 3.97 1.81
H -0.36 3.90 0.29
H 1.39 3.66 0.30
H -1.80 2.03 2.59
H -1.74 0.35 2.08
H -2.25 1.60 0.94
H 1.51 2.06 3.26
H 2.38 0.93 2.23
H 1.01 0.38 3.21
H 3.01 0.71 -1.20
H 3.90 2.13 -3.01
H 2.42 3.72 -4.18
H 0.04 3.91 -3.51
H -0.84 2.48 -1.70
*
```

The value obtained for the LUMO energy is -4.45 eV. The energy above the lowest of the compared OMol25 structures with the same formula, charge and spin comes out at 36.83 kJ/mol. For the gap between HOMO and LUMO, the calculation gives 0.26334 Eh. The molar mass is 805.76 g mol⁻¹. Its largest force on an atom is 0.823 eV Å⁻¹.

Atom charges from the Löwdin analysis, given in e for atoms 1 to 5: 1.37, 0.22, -0.16, 0.01, -0.05



(2)
ORCA calculation (ωB97M-V with the def2-TZVPD basis set) on a molecular structure, C28H23IrO5P.

Geometry as ORCA input:
```
! RIJCOSX wB97M-V def2-TZVPD def2/J DEFGRID3
* xyz 1 1
Ir -2.45 -0.56 -0.81
O -5.39 -2.16 1.26
C -4.49 -1.43 1.04
O -4.20 -1.01 -0.24
C -3.57 -0.82 2.07
P -1.90 -0.75 1.33
C -1.03 0.65 2.02
C 0.31 0.52 2.39
C 0.97 1.59 2.97
C 0.30 2.79 3.16
C -1.02 2.94 2.77
C -1.69 1.87 2.20
C -1.08 -2.27 1.77
C -0.79 -3.25 0.83
C -0.24 -4.46 1.24
C 0.01 -4.69 2.58
C -0.29 -3.71 3.53
C -0.83 -2.51 3.13
H -3.56 -1.39 3.00
H -3.93 0.19 2.28
H 0.83 -0.41 2.23
H 2.00 1.49 3.26
H 0.82 3.63 3.62
H -1.54 3.88 2.92
H -2.73 1.99 1.90
H -0.97 -3.09 -0.23
H -0.01 -5.22 0.51
H 0.44 -5.63 2.90
H -0.10 -3.89 4.58
H -1.07 -1.75 3.87
O -0.96 0.83 -1.36
C 0.33 0.28 -1.86
C 0.12 -1.23 -1.91
O 1.02 -2.00 -2.10
O -1.15 -1.63 -1.81
C 1.41 0.77 -0.91
C 2.43 -0.05 -0.44
C 3.47 0.50 0.30
C 3.50 1.85 0.59
C 2.47 2.67 0.14
C 1.43 2.13 -0.61
C 0.58 0.79 -3.28
C 1.70 0.31 -3.94
C 2.00 0.74 -5.22
C 1.19 1.67 -5.85
C 0.08 2.16 -5.20
C -0.23 1.73 -3.91
H -1.33 1.38 -2.06
H 2.44 -1.10 -0.69
H 4.27 -0.15 0.64
H 4.32 2.27 1.16
H 2.48 3.73 0.37
H 0.65 2.79 -0.98
H 2.34 -0.42 -3.45
H 2.88 0.35 -5.72
H 1.42 2.01 -6.85
H -0.56 2.89 -5.68
H -1.10 2.19 -3.45
*
```

The value obtained for the LUMO energy is -4.47 eV. For the gap between HOMO and LUMO, the calculation gives 0.27609 Eh. The molar mass is 662.68 g mol⁻¹. Its largest force on an atom is 0.310 eV Å⁻¹.

Atom charges from the Löwdin analysis, given in e for atoms 1 to 5: 1.32, 0.18, -0.60, -0.27, -0.18



(3)
ORCA calculation (ωB97M-V with the def2-TZVPD basis set) on a molecular structure, C28H23MnN4O5S.

Geometry as ORCA input:
```
! RIJCOSX wB97M-V def2-TZVPD def2/J DEFGRID3
* xyz 0 5
Mn -0.15 0.13 -0.54
N 1.88 0.12 -0.96
C 2.82 1.06 -0.39
C 4.04 0.58 0.05
C 4.95 1.43 0.66
C 4.61 2.76 0.83
C 3.38 3.23 0.39
C 2.45 2.39 -0.23
C 1.11 2.92 -0.63
C 1.05 4.27 -1.00
C -0.16 4.90 -1.18
C -1.34 4.20 -0.97
C -1.28 2.85 -0.67
C -0.07 2.17 -0.53
H 2.12 -0.84 -0.72
H 1.92 0.15 -1.98
H 4.29 -0.47 -0.09
H 5.90 1.06 1.00
H 5.29 3.44 1.31
H 3.11 4.26 0.58
H 1.96 4.82 -1.15
H -0.19 5.95 -1.47
H -2.30 4.69 -1.07
H -2.22 2.32 -0.55
C -4.82 -5.75 -2.49
C -4.34 -4.34 -2.27
C -3.02 -3.99 -2.52
C -2.56 -2.70 -2.29
C -3.44 -1.75 -1.81
C -4.77 -2.07 -1.56
C -5.21 -3.36 -1.79
S -2.86 -0.12 -1.46
O -1.76 0.17 -2.37
O -4.01 0.74 -1.45
N -2.07 -0.15 -0.08
C -2.52 -0.27 1.21
C -3.82 -0.42 1.64
C -4.10 -0.56 3.01
C -3.11 -0.55 3.96
C -1.76 -0.39 3.55
C -0.67 -0.35 4.45
C 0.60 -0.18 3.98
C 0.79 -0.05 2.59
N -0.20 -0.10 1.73
C -1.47 -0.26 2.18
H -4.10 -6.33 -3.06
H -5.77 -5.76 -3.02
H -4.98 -6.25 -1.53
H -2.33 -4.74 -2.90
H -1.53 -2.44 -2.48
H -5.45 -1.30 -1.22
H -6.25 -3.61 -1.60
H -4.63 -0.41 0.93
H -5.13 -0.68 3.32
H -3.33 -0.66 5.01
H -0.86 -0.45 5.51
H 1.45 -0.13 4.64
H 1.79 0.09 2.19
O -0.90 -2.97 0.58
N 0.17 -2.73 0.05
O 1.23 -3.27 0.33
O 0.20 -1.82 -0.89
*
```

The value obtained for the LUMO energy (spin up / spin down) is -0.54 / -0.25 eV. The energy above the lowest of the compared OMol25 structures with the same formula, charge and spin comes out at 2.12 kJ/mol. For the gap between HOMO and LUMO (spin up / spin down), the calculation gives 0.27143 / 0.28588 Eh. The molar mass is 582.52 g mol⁻¹. As for the expectation value of S²: 6.130. Its largest force on an atom is 0.467 eV Å⁻¹.

Atom charges from the Löwdin analysis, given in e for atoms 1 to 5: 0.93, 0.05, -0.24, -0.03, -0.08



(4)
ORCA calculation (ωB97M-V with the def2-TZVPD basis set) on a molecular structure, C28H23NO4PdS3 in a non-equilibrium geometry.

Geometry as ORCA input:
```
! RIJCOSX wB97M-V def2-TZVPD def2/J DEFGRID3
* xyz -2 1
Pd -0.75 1.88 0.85
S -0.22 1.77 5.37
C -1.91 1.53 5.19
C -2.34 1.63 3.91
C -1.31 1.94 2.96
C -0.11 2.03 3.60
C 1.15 2.30 2.96
C 2.38 1.87 3.48
C 3.54 2.18 2.79
C 3.46 2.93 1.63
C 2.21 3.33 1.20
N 1.09 3.02 1.82
H -2.48 1.28 6.08
H -3.37 1.48 3.63
H 2.40 1.29 4.38
H 4.51 1.83 3.15
H 4.35 3.22 1.08
H 2.11 3.95 0.31
O 1.99 1.69 -1.01
S 0.80 0.82 -0.99
C 0.66 0.37 -2.76
C -0.18 -0.65 -3.19
C -0.27 -0.95 -4.54
C 0.50 -0.25 -5.46
C 1.35 0.76 -5.02
C 1.42 1.07 -3.68
C -0.61 1.95 -1.22
C -1.93 1.44 -1.05
C -3.00 2.23 -1.49
C -2.80 3.49 -2.03
C -1.50 4.00 -2.14
C -0.42 3.25 -1.72
H -0.77 -1.20 -2.47
H -0.93 -1.73 -4.88
H 0.44 -0.49 -6.52
H 1.97 1.30 -5.73
H 2.08 1.83 -3.30
H -2.09 0.38 -0.87
H -4.01 1.82 -1.44
H -3.64 4.08 -2.37
H -1.35 4.99 -2.56
H 0.59 3.61 -1.82
C -0.41 -6.91 -0.06
C -0.24 -5.47 0.36
C 1.01 -4.92 0.59
C 1.14 -3.59 0.97
C 0.02 -2.80 1.12
C -1.23 -3.35 0.89
C -1.36 -4.67 0.52
S -0.02 -1.05 1.68
O -0.18 -1.23 3.12
O 1.24 -0.44 1.29
O -1.20 -0.60 0.96
H 0.54 -7.42 -0.15
H -0.91 -6.95 -1.03
H -1.03 -7.45 0.65
H 1.90 -5.53 0.46
H 2.11 -3.15 1.14
H -2.08 -2.69 1.01
H -2.35 -5.09 0.34
*
```

The value obtained for the LUMO energy is 4.37 eV. The energy above the lowest of the compared OMol25 structures with the same formula, charge and spin comes out at 201.15 kJ/mol. For the gap between HOMO and LUMO, the calculation gives 0.15830 Eh. The molar mass is 640.12 g mol⁻¹. Its largest force on an atom is 2.509 eV Å⁻¹.

Atom charges from the Löwdin analysis, given in e for atoms 1 to 5: 0.58, 0.89, -0.49, -0.24, -0.23



(5)
ORCA calculation (ωB97M-V with the def2-TZVPD basis set) on a molecular structure, C28H24BrN5O2Sr.

Geometry as ORCA input:
```
! RIJCOSX wB97M-V def2-TZVPD def2/J DEFGRID3
* xyz 0 1
Sr 0.32 0.22 -0.03
O -3.97 -4.06 3.12
C -4.22 -2.84 3.05
O -4.88 -2.08 3.76
C -3.54 -2.14 1.84
C -3.66 -0.77 1.66
C -2.92 -0.15 0.66
N -2.09 -0.83 -0.14
C -2.01 -2.16 0.00
C -2.72 -2.85 0.97
C -1.07 -2.84 -0.94
C -1.28 -4.14 -1.37
C -0.38 -4.71 -2.25
C 0.70 -3.96 -2.68
C 0.85 -2.67 -2.20
N -0.01 -2.12 -1.35
C -2.95 1.33 0.45
C -4.09 2.07 0.70
C -4.06 3.44 0.47
C -2.89 4.02 0.00
C -1.80 3.20 -0.21
N -1.81 1.89 0.01
H -4.30 -0.23 2.35
H -2.63 -3.91 1.13
H -2.15 -4.69 -1.02
H -0.53 -5.72 -2.61
H 1.43 -4.37 -3.38
H 1.68 -2.05 -2.50
H -4.99 1.58 1.05
H -4.95 4.04 0.65
H -2.83 5.08 -0.19
H -0.86 3.61 -0.57
N -0.31 0.72 2.62
C 0.33 -0.21 3.56
C 0.22 -1.64 3.05
N 0.94 -1.79 1.77
H -0.12 1.68 2.90
H -1.32 0.61 2.69
H -0.09 -0.16 4.57
H 1.39 0.06 3.64
H -0.83 -1.87 2.87
H 0.57 -2.33 3.82
H 0.73 -2.69 1.37
H 1.95 -1.78 1.95
Br 2.91 1.54 1.34
C 3.87 2.16 -0.21
C 5.05 2.79 0.02
C 5.79 3.26 -1.08
C 5.32 3.08 -2.35
C 4.09 2.42 -2.58
C 3.61 2.23 -3.90
C 2.43 1.59 -4.11
C 1.67 1.12 -3.01
C 2.06 1.26 -1.69
C 3.31 1.93 -1.50
H 5.41 2.93 1.03
H 6.73 3.77 -0.91
H 5.89 3.44 -3.20
H 4.21 2.60 -4.73
H 2.06 1.45 -5.12
H 0.73 0.62 -3.25
*
```

The value obtained for the LUMO energy is -0.48 eV. The energy above the lowest of the compared OMol25 structures with the same formula, charge and spin comes out at 0.00 kJ/mol. For the gap between HOMO and LUMO, the calculation gives 0.27499 Eh. The molar mass is 630.06 g mol⁻¹. Its largest force on an atom is 0.074 eV Å⁻¹.

Atom charges from the Löwdin analysis, given in e for atoms 1 to 5: 1.23, -0.03, -0.69, -0.03, -0.08



(6)
ORCA calculation (ωB97M-V with the def2-TZVPD basis set) on a molecular structure, C28H24Cl4N4O4SSiV in a non-equilibrium geometry.

Geometry as ORCA input:
```
! RIJCOSX wB97M-V def2-TZVPD def2/J DEFGRID3
* xyz -2 2
V 0.39 -0.20 -0.63
C -0.38 -2.22 -4.63
C -0.42 -1.27 -3.47
N -0.08 -1.63 -2.30
N 0.25 -2.91 -2.00
C -0.08 -3.07 -0.71
O -0.61 -2.21 0.03
C 0.10 -4.45 -0.15
C -0.02 -4.62 1.23
C 0.12 -5.88 1.79
C 0.39 -6.98 0.99
C 0.51 -6.81 -0.39
C 0.37 -5.55 -0.95
C -0.93 0.12 -3.56
C -1.26 0.73 -4.76
C -1.82 2.00 -4.74
C -2.03 2.62 -3.52
C -1.66 1.95 -2.36
N -1.13 0.74 -2.39
H -0.97 -3.11 -4.39
H -0.76 -1.78 -5.55
H 0.65 -2.56 -4.78
H -0.24 -3.74 1.82
H 0.03 -6.01 2.86
H 0.50 -7.97 1.43
H 0.72 -7.67 -1.02
H 0.47 -5.39 -2.02
H -1.07 0.24 -5.70
H -2.06 2.51 -5.67
H -2.45 3.62 -3.45
H -1.74 2.40 -1.38
C -2.86 0.40 4.44
Si -1.54 1.73 4.32
C -2.26 3.27 3.53
C -1.05 2.18 6.08
C -0.01 1.13 3.43
C 1.23 1.05 4.03
C 2.36 0.60 3.34
C 2.20 0.23 2.02
N 1.02 0.32 1.42
C -0.08 0.73 2.07
S -1.47 0.68 1.07
H -3.67 0.72 5.10
H -2.43 -0.53 4.85
H -3.26 0.17 3.46
H -3.05 3.69 4.16
H -2.67 3.03 2.55
H -1.49 4.03 3.40
H -1.92 2.54 6.63
H -0.30 2.98 6.11
H -0.64 1.32 6.63
H 1.34 1.35 5.07
H 3.33 0.53 3.82
H 3.00 -0.15 1.39
Cl 2.56 6.29 -2.43
C 2.43 4.55 -2.38
C 3.21 3.76 -3.19
Cl 4.35 4.49 -4.30
C 3.09 2.36 -3.15
Cl 4.06 1.35 -4.19
C 2.20 1.72 -2.28
O 2.04 0.46 -2.15
C 1.37 2.56 -1.42
O 0.52 1.95 -0.68
C 1.51 3.94 -1.50
Cl 0.48 4.91 -0.48
O 1.62 -1.24 -0.41
*
```

The value obtained for the LUMO energy (spin up / spin down) is 4.43 / 4.43 eV. The energy above the lowest of the compared OMol25 structures with the same formula, charge and spin comes out at 158.86 kJ/mol. For the gap between HOMO and LUMO (spin up / spin down), the calculation gives 0.20181 / 0.20339 Eh. The molar mass is 733.43 g mol⁻¹. As for the expectation value of S²: 0.773. Its largest force on an atom is 3.761 eV Å⁻¹.

Atom charges from the Löwdin analysis, given in e for atoms 1 to 5: 0.90, -0.03, -0.25, -0.03, 0.08



(7)
ORCA calculation (ωB97M-V with the def2-TZVPD basis set) on a molecular structure, C28H24ClN8RuSe in a non-equilibrium geometry.

Geometry as ORCA input:
```
! RIJCOSX wB97M-V def2-TZVPD def2/J DEFGRID3
* xyz 3 1
Ru 0.12 0.27 -0.16
C 0.06 0.97 3.02
N 0.91 1.33 1.87
C 2.35 1.04 2.07
C 2.87 0.26 0.92
N 2.07 -0.39 0.10
C 2.89 -1.08 -0.81
C 2.57 -1.96 -1.84
C 3.62 -2.50 -2.54
C 4.96 -2.19 -2.22
C 5.28 -1.34 -1.19
C 4.21 -0.80 -0.49
N 4.15 0.06 0.62
C -0.69 -0.27 2.68
N -0.72 -0.70 1.44
C -1.45 -1.90 1.44
C -1.73 -2.80 0.42
C -2.46 -3.93 0.77
C -2.88 -4.15 2.09
C -2.59 -3.27 3.10
C -1.86 -2.14 2.75
N -1.35 -1.08 3.51
H -0.64 1.78 3.24
H 0.65 0.81 3.93
H 0.78 2.30 1.61
H 2.47 0.43 2.97
H 2.93 1.95 2.22
H 1.54 -2.23 -2.04
H 3.43 -3.20 -3.34
H 5.75 -2.65 -2.80
H 6.31 -1.12 -0.94
H 4.95 0.43 1.12
H -1.38 -2.64 -0.59
H -2.69 -4.66 0.01
H -3.44 -5.05 2.31
H -2.90 -3.46 4.12
H -1.46 -0.96 4.50
Se 1.52 4.55 -0.85
N 1.84 4.41 -2.56
C 1.59 3.16 -2.91
C 1.67 2.62 -4.23
C 1.33 1.32 -4.39
C 0.91 0.53 -3.28
N 0.84 0.98 -2.05
C 1.17 2.30 -1.84
N 1.06 2.83 -0.64
H 1.98 3.24 -5.06
H 1.36 0.85 -5.36
H 0.62 -0.50 -3.44
Cl -6.54 2.48 1.95
C -5.17 1.93 1.17
C -4.97 0.53 1.01
C -3.87 0.08 0.35
C -2.92 1.00 -0.20
C -1.86 0.55 -1.06
C -3.11 2.40 0.04
C -4.21 2.86 0.69
H -5.71 -0.16 1.39
H -3.73 -0.98 0.19
H -1.62 1.29 -1.82
H -2.02 -0.44 -1.48
H -2.38 3.10 -0.35
H -4.38 3.92 0.83
*
```

The value obtained for the LUMO energy (spin up / spin down) is -11.84 / -11.84 eV. The energy above the lowest of the compared OMol25 structures with the same formula, charge and spin comes out at 180.08 kJ/mol. For the gap between HOMO and LUMO (spin up / spin down), the calculation gives 0.16758 / 0.16780 Eh. The molar mass is 688.04 g mol⁻¹. Its largest force on an atom is 3.307 eV Å⁻¹.

Atom charges from the Löwdin analysis, given in e for atoms 1 to 5: 1.23, -0.07, -0.07, -0.07, -0.30



Which of these has the lowest largest force on an atom?
C28H24BrN5O2Sr



The highest largest force on an atom belongs to which entry?
C28H24Cl4N4O4SSiV



Which of these has the lowest largest force on an atom?
C28H24BrN5O2Sr